No. 1
C19H28ClLaO6 | ωB97M-V/def2-TZVPD

Properties
Lowest unoccupied orbital energy: 0.13 eV
Energy relative to the best compared isomer or geometry (same formula, charge and spin): 15.1 kJ/mol
Net charge: 0

Geometry as XYZ:
```
55
C19H28ClLaO6 (ωB97M-V/def2-TZVPD)
O -0.121 -3.827 -1.335
C -0.243 -4.836 -0.288
C 0.042 -5.993 -1.254
H -1.250 -4.806 0.142
H 0.519 -4.681 0.487
C 0.152 -4.862 -2.330
H -0.781 -6.699 -1.375
H 0.994 -6.487 -1.058
C -0.906 -4.839 -3.416
H -1.915 -4.926 -2.992
H -0.748 -5.663 -4.126
H -0.818 -3.896 -3.970
C 1.536 -4.712 -2.924
H 2.297 -4.673 -2.133
H 1.581 -3.792 -3.521
H 1.750 -5.565 -3.586
La 0.080 2.856 0.732
C 2.517 3.912 1.677
C 1.804 3.575 2.870
C 1.720 2.148 2.951
H 1.548 4.262 3.667
C 2.364 1.609 1.797
C 2.856 2.700 1.009
H 3.443 2.614 0.092
H 2.809 4.920 1.378
H 1.306 1.580 3.786
H 2.536 0.549 1.603
C -1.315 4.817 -0.620
C -0.363 4.310 -1.562
C -0.754 2.980 -1.900
H 0.478 4.864 -1.979
C -1.955 2.668 -1.179
C -2.309 3.809 -0.399
H -3.218 3.949 0.183
H -1.393 5.842 -0.286
H -0.263 2.335 -2.637
H -2.527 1.743 -1.252
O -0.618 0.513 0.958
C 0.025 -0.167 -0.179
C 0.167 -1.606 0.258
H 1.008 0.292 -0.427
H -0.639 -0.070 -1.059
C -0.905 -1.811 1.337
H 1.173 -1.829 0.629
H -0.026 -2.215 -0.614
C -1.143 -0.438 1.945
H -0.623 -2.583 2.060
H -1.824 -2.152 0.838
H -0.596 -0.288 2.885
H -2.206 -0.215 2.071
O -0.092 5.258 1.526
Cl -1.074 5.008 2.645
O -0.461 5.348 3.891
O -2.309 5.673 2.370
O -1.310 3.497 2.614
```

natural (NBO) atomic charge list, values in e, 6 entries:
1 O -0.57
2 C -0.06
3 C -0.46
4 H 0.18
5 H 0.18
6 C 0.28

=====

No. 2
C9H31NO7 | ωB97M-V/def2-TZVPD

Properties
Lowest unoccupied orbital energy: -0.12 eV
Energy relative to the best compared isomer or geometry (same formula, charge and spin): 22.0 kJ/mol
Net charge: 0
SMILES: CC1(C)CCCC(C)(C)N1O.O.O.O.O.O.O

Geometry as XYZ:
```
48
C9H31NO7 (ωB97M-V/def2-TZVPD)
C 1.647 -2.539 -1.562
C 0.628 -1.920 -0.571
C -0.791 -1.926 -1.159
C 0.576 -2.866 0.659
C 1.728 -2.687 1.640
C 1.775 -1.229 2.090
C 1.902 -0.217 0.919
C 1.597 1.184 1.435
C 3.358 -0.235 0.406
N 0.972 -0.549 -0.171
O 1.088 0.310 -1.276
H 1.860 -1.806 -2.340
H 2.572 -2.812 -1.053
H 1.237 -3.475 -1.938
H -1.144 -2.943 -1.309
H -1.456 -1.357 -0.512
H -0.768 -1.382 -2.106
H -0.363 -2.633 1.166
H 0.561 -3.905 0.331
H 1.525 -3.257 2.549
H 2.702 -2.976 1.246
H 2.552 -1.015 2.826
H 0.868 -0.906 2.614
H 1.655 1.879 0.597
H 2.256 1.472 2.254
H 0.574 1.235 1.812
H 3.464 0.533 -0.369
H 3.678 -1.146 -0.098
H 4.005 0.053 1.234
H 1.940 0.104 -1.696
O -4.029 0.847 -2.457
H -3.879 0.367 -1.620
H -3.146 1.018 -2.803
O 0.263 3.614 -1.719
H 0.100 2.704 -1.987
H -0.227 3.710 -0.882
O -4.186 -0.336 0.131
H -3.263 -0.023 0.195
H -4.605 -0.040 0.945
O -0.696 3.725 0.900
H -0.031 4.330 1.254
H -1.533 4.037 1.273
O -1.704 1.174 -0.077
H -1.492 1.983 0.426
H -0.892 0.621 -0.095
O -4.644 3.247 -0.457
H -4.103 2.637 -0.987
H -4.133 3.401 0.342
```

natural (NBO) atomic charge list, values in e, 6 entries:
1 C -0.64
2 C 0.13
3 C -0.61
4 C -0.40
5 C -0.41
6 C -0.40

=====

No. 3
C31H56Br2F3N3O8S | ωB97M-V/def2-TZVPD

Properties
2S+1: 3
Lowest unoccupied orbital energy (spin up / spin down): -0.32 / -0.32 eV
Net charge: 0

Geometry as XYZ:
```
104
C31H56Br2F3N3O8S (ωB97M-V/def2-TZVPD)
C 7.320 -4.700 5.879
C 7.384 -4.415 4.294
O 7.435 -3.000 3.962
C 6.710 -2.722 2.730
C 5.354 -1.969 3.132
C 5.079 -0.659 2.188
N 4.164 0.210 3.020
C 3.759 1.488 2.290
O 4.211 2.601 2.722
O 2.914 1.499 1.211
C 3.014 -0.512 3.641
S 2.894 0.074 5.436
C 1.142 -0.135 6.089
O 3.175 1.563 5.558
O 3.883 -0.779 6.214
C 2.966 -2.095 3.488
C 1.757 -2.612 2.523
C 0.309 -2.486 3.206
C -0.280 -3.881 3.753
F -0.343 -4.898 2.733
Br 0.652 -4.544 5.379
C -1.834 -3.634 4.197
F -2.254 -4.586 5.187
F -2.033 -2.343 4.779
Br -3.105 -3.774 2.675
O 4.155 -2.768 3.036
H 6.386 -4.214 6.357
H 8.228 -4.247 6.410
H 7.263 -5.816 6.117
H 8.359 -4.916 3.915
H 6.442 -4.875 3.826
H 7.364 -1.986 2.119
H 6.565 -3.640 2.063
H 5.491 -1.565 4.202
H 6.031 -0.085 1.936
H 4.550 -0.963 1.207
H 4.765 0.553 3.810
H 2.054 -0.089 3.144
H 0.787 -1.218 6.051
H 0.496 0.548 5.415
H 1.153 0.324 7.139
H 2.707 -2.533 4.531
H 1.963 -3.743 2.379
H 1.812 -2.153 1.476
H 0.246 -1.683 4.013
H -0.420 -2.152 2.369
C 0.676 3.023 -0.799
C 0.547 2.666 -2.304
C 1.681 3.345 -3.109
C 1.465 4.834 -3.359
C 0.081 5.096 -3.942
C -1.049 4.489 -3.086
N -0.818 3.044 -2.780
O -1.074 2.335 -3.916
C -1.188 5.301 -1.775
C -2.403 4.728 -3.803
C 0.801 1.136 -2.350
H -0.296 2.995 -0.297
H 1.314 2.313 -0.263
H 1.121 4.005 -0.633
H 1.777 2.853 -4.085
H 2.638 3.205 -2.596
H 1.606 5.400 -2.433
H 2.227 5.199 -4.055
H -0.065 6.175 -4.050
H 0.045 4.683 -4.958
H -1.936 4.855 -1.113
H -1.514 6.324 -1.987
H -0.261 5.402 -1.218
H -2.422 4.313 -4.814
H -2.602 5.798 -3.909
H -3.231 4.292 -3.237
H 0.020 0.590 -1.807
H 1.762 0.888 -1.890
H 0.847 0.749 -3.372
C -4.927 1.554 -3.207
C -4.433 0.183 -2.673
C -3.406 -0.430 -3.654
C -4.027 -1.049 -4.902
C -5.149 -2.013 -4.536
C -6.215 -1.366 -3.626
N -5.614 -0.701 -2.430
O -5.231 -1.680 -1.563
C -7.039 -0.347 -4.451
C -7.260 -2.442 -3.237
C -3.669 0.543 -1.370
H -5.937 1.780 -2.852
H -4.293 2.377 -2.866
H -4.925 1.609 -4.296
H -2.839 -1.215 -3.139
H -2.679 0.330 -3.957
H -4.396 -0.266 -5.572
H -3.255 -1.586 -5.463
H -5.614 -2.389 -5.453
H -4.712 -2.886 -4.037
H -7.759 0.181 -3.819
H -7.608 -0.855 -5.236
H -6.435 0.394 -4.967
H -6.808 -3.307 -2.743
H -7.769 -2.829 -4.124
H -8.024 -2.027 -2.571
H -4.346 0.971 -0.621
H -2.885 1.278 -1.571
H -3.166 -0.322 -0.927
```

Löwdin atomic charge list, values in e, 6 entries:
1 C -0.09
2 C -0.25
3 O -0.19
4 C -0.13
5 C -0.21
6 C -0.01

=====

No. 4
C28H44AsN6OS5V | ωB97M-V/def2-TZVPD

Properties
2S+1: 3
Lowest unoccupied orbital energy (spin up / spin down): -4.68 / -4.42 eV
Energy relative to the best compared isomer or geometry (same formula, charge and spin): 18.6 kJ/mol
Net charge: +2

Geometry as XYZ:
```
86
C28H44AsN6OS5V (ωB97M-V/def2-TZVPD)
V 0.179 0.272 -0.470
N 0.592 2.068 0.644
C 1.637 3.073 0.340
C 1.652 3.439 -1.143
N 1.853 2.366 -2.083
C 0.854 0.990 -4.098
C -1.406 0.265 -2.848
N -0.936 -0.929 -2.109
C 3.114 1.674 -1.951
C 3.225 0.502 -0.969
N 2.112 -0.476 -1.125
H -0.316 2.539 0.666
H 0.740 1.707 1.590
H 2.592 2.652 0.655
H 1.469 3.968 0.947
H 2.417 4.222 -1.262
H 0.694 3.919 -1.382
H 0.502 0.028 -4.473
H 1.931 0.967 -3.982
H -1.709 0.069 -3.881
H -2.255 0.682 -2.304
H -0.385 -1.538 -2.709
H -1.717 -1.486 -1.765
H 3.903 2.382 -1.660
H 3.438 1.298 -2.934
H 3.203 0.835 0.065
H 4.180 -0.013 -1.117
H 2.302 -1.246 -0.481
H 2.149 -0.870 -2.066
C 3.571 -0.826 6.812
C 2.642 -1.372 5.783
C 1.745 -2.386 5.969
C 0.952 -2.777 4.874
N 1.032 -2.204 3.681
C 1.898 -1.211 3.505
S 2.122 -0.378 2.035
N 2.685 -0.817 4.551
C -0.047 -3.872 5.016
H 3.482 -1.386 7.738
H 3.340 0.220 7.013
H 4.602 -0.885 6.465
H 1.658 -2.873 6.926
H 3.342 -0.070 4.353
H 0.117 -4.461 5.915
H -0.017 -4.509 4.135
H -1.044 -3.430 5.062
C -1.357 2.298 -5.902
As 0.491 2.348 -5.416
C 0.907 4.076 -4.727
C 1.545 2.022 -6.978
S 0.017 1.481 -2.559
H -1.524 3.052 -6.672
H -1.966 2.527 -5.027
H -1.614 1.314 -6.294
H 0.851 4.789 -5.549
H 1.902 4.049 -4.289
H 0.181 4.326 -3.954
H 1.270 2.752 -7.739
H 1.352 1.015 -7.351
H 2.601 2.130 -6.732
O -1.060 -0.251 0.578
C -2.147 -1.079 0.999
C -2.480 -0.630 2.393
C -3.682 -0.729 3.025
C -3.626 -0.288 4.375
C -2.384 0.142 4.723
S -1.271 0.007 3.431
C -1.687 -2.511 0.954
C -0.682 -3.053 0.213
C -0.587 -4.461 0.356
C -1.534 -4.951 1.202
S -2.521 -3.717 1.844
C -3.301 -0.842 0.066
C -3.944 0.345 -0.141
C -4.974 0.247 -1.110
C -5.091 -1.016 -1.609
S -3.980 -2.094 -0.892
H -4.576 -1.096 2.549
H -4.470 -0.280 5.042
H -2.066 0.546 5.667
H -0.014 -2.471 -0.409
H 0.142 -5.075 -0.145
H -1.704 -5.975 1.484
H -3.702 1.248 0.400
H -5.609 1.066 -1.406
H -5.799 -1.378 -2.332
```

Löwdin atomic charge list, values in e, 6 entries:
1 V 0.78
2 N -0.06
3 C -0.20
4 C -0.30
5 N -0.34
6 C -0.51

=====

No. 5
C30H45O7PdS4Se | ωB97M-V/def2-TZVPD

Properties
2S+1: 5
Lowest unoccupied orbital energy (spin up / spin down): 2.28 / -0.18 eV
Energy relative to the best compared isomer or geometry (same formula, charge and spin): 0.0 kJ/mol
Net charge: -1

Geometry as XYZ:
```
88
C30H45O7PdS4Se (ωB97M-V/def2-TZVPD)
Pd -0.080 0.126 -0.092
C -2.281 1.934 7.253
C -1.493 0.718 6.749
C -2.121 -0.563 7.317
C -0.063 0.818 7.281
C -1.531 0.675 5.222
C -0.396 0.729 4.432
C -0.503 0.683 3.052
Se 1.132 0.699 2.034
C 1.602 -1.137 2.356
C 2.408 -1.400 3.447
C 2.694 -2.705 3.824
C 2.145 -3.707 3.030
C 1.350 -3.490 1.908
C 1.030 -2.150 1.548
O 0.250 -1.873 0.542
C 0.831 -4.743 1.175
C -0.143 -5.484 2.104
C 0.098 -4.483 -0.146
C 2.012 -5.670 0.841
C 3.552 -2.976 5.059
C 3.733 -4.472 5.320
C 4.941 -2.351 4.873
C 2.884 -2.353 6.293
C -1.732 0.584 2.376
O -1.802 0.608 1.063
C -2.903 0.503 3.179
C -2.752 0.569 4.556
C -4.336 0.391 2.625
C -5.103 -0.698 3.395
C -5.041 1.740 2.830
C -4.444 0.019 1.140
H -2.269 1.973 8.346
H -3.322 1.895 6.928
H -1.846 2.859 6.869
H -2.102 -0.545 8.410
H -1.571 -1.442 6.975
H -3.159 -0.674 6.998
H -0.079 0.839 8.373
H 0.431 1.728 6.935
H 0.538 -0.040 6.971
H 0.590 0.805 4.871
H 2.799 -0.562 4.015
H 2.342 -4.735 3.302
H -0.992 -4.844 2.349
H 0.338 -5.778 3.039
H -0.521 -6.387 1.616
H -0.818 -3.918 0.000
H -0.151 -5.452 -0.592
H 0.717 -3.927 -0.850
H 2.549 -6.006 1.729
H 2.724 -5.158 0.191
H 1.648 -6.559 0.318
H 4.230 -4.968 4.484
H 2.775 -4.967 5.492
H 4.349 -4.615 6.211
H 5.444 -2.787 4.007
H 5.562 -2.523 5.757
H 4.874 -1.275 4.711
H 1.890 -2.780 6.447
H 2.769 -1.274 6.180
H 3.484 -2.537 7.190
H -3.651 0.541 5.162
H -5.201 -0.481 4.459
H -4.603 -1.663 3.291
H -6.113 -0.791 2.986
H -5.063 2.021 3.885
H -6.071 1.689 2.465
H -4.521 2.529 2.282
H -3.909 -0.906 0.918
H -4.047 0.790 0.485
H -5.503 -0.128 0.907
O 1.657 0.121 -1.751
H 1.266 -0.419 -2.449
H 1.379 1.031 -1.957
O -0.694 4.425 -1.573
S -0.440 3.363 -0.620
O 0.599 3.602 0.350
O -0.258 2.053 -1.320
S -2.252 3.132 0.372
C -2.949 2.353 -3.235
O -2.889 1.122 -2.475
C -1.978 0.265 -2.786
S -0.962 0.225 -4.102
S -1.657 -1.091 -1.822
H -3.738 2.928 -2.765
H -3.186 2.124 -4.274
H -1.999 2.876 -3.146
```

Löwdin atomic charge list, values in e, 6 entries:
1 Pd 0.76
2 C -0.05
3 C -0.56
4 C -0.05
5 C -0.07
6 C -0.18

=====

No. 6
C16H17N | ωB97M-V/def2-TZVPD

Properties
Lowest unoccupied orbital energy: 0.83 eV
Energy relative to the best compared isomer or geometry (same formula, charge and spin): 136.7 kJ/mol
Net charge: 0
SMILES: Cc1c[nH]c2ccccc12.Cc1ccccc1

Geometry as XYZ:
```
34
C16H17N (ωB97M-V/def2-TZVPD)
C 0.191 2.995 -4.115
C -0.438 2.592 -2.825
C -0.653 3.349 -1.700
N -1.265 2.411 -0.770
C -1.435 1.181 -1.325
C -1.925 -0.014 -0.768
C -1.842 -1.092 -1.646
C -1.253 -1.127 -2.877
C -0.737 0.067 -3.347
C -0.809 1.240 -2.608
H 1.046 2.372 -4.342
H 0.778 3.924 -4.022
H -0.613 3.030 -4.846
H -0.286 4.282 -1.323
H -1.476 2.608 0.184
H -2.371 -0.112 0.226
H -2.289 -1.995 -1.214
H -1.296 -2.039 -3.448
H -0.065 0.047 -4.209
C -0.034 -2.824 1.517
C 0.751 -2.061 2.586
C 1.679 -1.101 2.072
C 2.393 -0.327 2.996
C 2.171 -0.404 4.381
C 1.204 -1.297 4.740
C 0.450 -2.085 3.937
H 0.565 -2.857 0.617
H -0.906 -2.224 1.261
H -0.233 -3.829 1.898
H 1.880 -1.083 1.043
H 3.083 0.394 2.556
H 2.775 0.128 5.107
H 1.240 -1.419 5.898
H -0.283 -2.729 4.368
```

natural (NBO) atomic charge list, values in e, 6 entries:
1 C -0.64
2 C -0.06
3 C -0.05
4 N -0.54
5 C 0.17
6 C -0.27

=====

Q: What is the net charge in the sixth record?
A: 0

=====

Q: Look up the net charge of the second one.
A: 0

=====

Q: The highest net charge belongs to which entry?
A: C28H44AsN6OS5V